[1]
ORCA calculation (the ωB97M-V functional and the def2-TZVPD basis) on a 2-piece molecular cluster, C17H25ClF3N3O3 overall at a distorted geometry.

Summary:
Orbital gap: 0.3653 hartree
LUMO energy: 0.5676 eV
Total charge: 0

Each line ends with the Mulliken charge.
Positions of all 52 atoms, in Å:
O1 -1.26 -4.45 2.43  -0.686
O2 4.02 -4.08 0.57  -0.674
F1 1.23 4.77 -3.08  -0.243
F2 2.53 3.24 -2.17  -0.245
F3 0.47 2.72 -2.77  -0.240
Cl1 0.29 7.02 -1.27  -0.203
O3 0.84 4.05 -0.91  -0.455
C1 -0.39 -4.52 1.57  0.679
C2 2.93 -4.20 1.13  -0.003
C3 -1.44 3.45 -0.47  -0.199
C4 -2.79 3.80 -0.33  -0.922
C5 -2.23 6.10 -0.82  -0.487
C6 -0.88 5.76 -0.94  0.450
C7 -0.48 4.42 -0.79  0.211
C8 -3.20 5.13 -0.51  0.502
N1 2.80 -4.92 2.25  -0.157
N2 -4.80 6.78 0.31  -0.561
N3 0.53 -3.56 1.47  -0.016
C9 1.26 3.70 -2.25  0.855
C10 -0.36 -5.71 0.63  -1.019
C11 3.89 -5.65 2.90  -0.983
C12 -4.66 5.51 -0.41  -0.676
C13 1.18 0.08 -0.96  -1.658
C14 0.03 -2.01 -1.58  -1.540
C15 0.74 -1.28 -0.43  1.280
C16 1.95 -2.05 0.13  -1.544
C17 1.68 -3.51 0.56  0.400
H1 -1.13 2.42 -0.33  0.392
H2 -3.51 3.03 -0.09  0.341
H3 -2.52 7.14 -0.95  0.434
H4 1.89 -4.96 2.68  0.257
H5 -4.33 6.75 1.21  0.209
H6 -5.79 7.04 0.42  0.218
H7 0.42 -2.80 2.13  0.217
H8 -0.51 -5.37 -0.39  0.269
H9 -1.16 -6.39 0.91  0.322
H10 0.60 -6.22 0.72  0.327
H11 4.50 -6.16 2.15  0.318
H12 4.53 -4.96 3.45  0.297
H13 3.49 -6.40 3.59  0.360
H14 -5.21 4.72 0.12  0.340
H15 -5.08 5.60 -1.42  0.287
H16 1.89 -0.04 -1.79  0.408
H17 0.32 0.64 -1.31  0.200
H18 1.66 0.65 -0.16  0.445
H19 0.75 -2.27 -2.35  0.314
H20 -0.44 -2.92 -1.20  0.287
H21 -0.75 -1.38 -2.00  0.462
H22 0.01 -1.11 0.36  0.234
H23 2.33 -1.50 1.00  0.468
H24 2.73 -2.05 -0.63  0.346
H25 1.43 -4.06 -0.35  0.379

[2]
ORCA calculation (the ωB97M-V functional and the def2-TZVPD basis) on one molecule with the formula C17H25ClO2 at a distorted geometry.

Summary:
Orbital gap: 0.3663 hartree
LUMO energy: 0.6604 eV
Total charge: 0

Each line ends with the Mulliken charge.
Positions of all 45 atoms, in Å:
Cl1 -2.05 0.48 -3.74  -0.191
C1 -0.44 3.35 2.49  0.148
C2 -0.82 3.07 1.17  0.127
C3 -0.07 3.57 3.64  -0.444
C4 -1.03 2.79 0.00  -0.447
O1 -0.36 5.09 5.28  -0.560
O2 1.12 2.16 -1.82  -0.562
C5 -1.16 2.89 7.01  -0.766
C6 -0.44 2.68 5.89  -0.281
C7 0.18 3.80 5.05  0.321
C8 -0.09 -5.03 0.46  -1.121
C9 -1.28 2.48 -1.44  -0.436
C10 1.23 -4.52 -0.20  -0.603
C11 1.05 -3.14 -0.90  -0.197
C12 0.38 -3.32 -2.26  -0.968
C13 -0.13 -2.01 -2.87  -0.379
C14 1.03 -1.03 -3.19  -0.377
C15 0.67 0.21 -4.08  -1.292
C16 -0.39 1.21 -3.53  0.097
C17 -0.19 1.56 -2.00  -0.110
H1 -1.28 5.06 5.01  0.377
H2 1.22 2.42 -0.89  0.373
H3 -1.34 3.88 7.41  0.280
H4 -1.51 2.07 7.60  0.273
H5 -0.31 1.66 5.54  0.317
H6 1.24 3.83 5.27  0.338
H7 -0.81 -5.30 -0.32  0.296
H8 -0.52 -4.24 1.11  0.281
H9 0.13 -5.89 1.06  0.379
H10 -1.35 3.42 -2.01  0.328
H11 -2.25 2.04 -1.52  0.429
H12 1.97 -4.38 0.61  0.325
H13 1.63 -5.25 -0.89  0.343
H14 0.41 -2.50 -0.26  0.167
H15 2.02 -2.65 -1.08  0.283
H16 1.04 -3.87 -2.92  0.329
H17 -0.45 -3.99 -2.10  0.314
H18 -0.79 -2.24 -3.73  0.361
H19 -0.81 -1.57 -2.12  0.240
H20 1.45 -0.68 -2.22  0.150
H21 1.82 -1.59 -3.73  0.499
H22 1.60 0.76 -4.23  0.359
H23 0.25 -0.11 -5.04  0.430
H24 -0.28 2.19 -4.05  0.526
H25 -0.29 0.60 -1.44  0.045

[3]
ORCA calculation (the ωB97M-V functional and the def2-TZVPD basis) on C17H25FO3PdS3 as an isolated structure at a distorted geometry.

Summary:
Orbital gap: 0.1421 hartree
LUMO energy: 4.3805 eV
Total charge: -2
Relative energy (zero: lowest compared OMol25 entry of this formula, charge and spin): 78.8 kJ/mol

Each line ends with the Mulliken charge.
Positions of all 50 atoms, in Å:
Pd1 -0.06 -0.79 0.22  -0.707
C1 -0.62 2.99 -2.33  -0.403
C2 -1.85 2.71 -1.48  -1.154
S1 -1.58 1.28 -0.34  0.264
C3 -2.65 -0.01 -1.07  -0.593
C4 -2.47 -0.35 -2.53  -0.643
S2 -1.01 -1.36 -2.96  -0.170
C5 0.39 -0.27 -2.56  1.221
C6 0.72 0.80 -3.57  -0.938
S3 -0.54 2.08 -3.91  -0.237
H1 0.29 2.73 -1.77  0.239
H2 -0.57 4.04 -2.61  0.437
H3 -2.73 2.55 -2.10  0.380
H4 -2.03 3.56 -0.82  0.417
H5 -3.69 0.29 -0.89  0.615
H6 -2.40 -0.88 -0.44  0.201
H7 -2.44 0.55 -3.15  0.196
H8 -3.31 -0.97 -2.86  0.418
H9 1.25 -0.95 -2.51  0.390
H10 0.24 0.13 -1.53  -1.060
H11 0.91 0.37 -4.56  0.376
H12 1.61 1.33 -3.24  0.379
C7 4.19 -2.79 -0.47  -1.934
C8 2.98 -2.00 0.03  1.865
C9 2.65 -2.31 1.50  -1.047
O1 1.87 -2.35 -0.77  -0.559
C10 3.25 -0.44 -0.04  0.081
O2 4.43 -0.06 0.02  -0.814
O3 2.23 0.27 -0.14  -0.471
H13 4.11 -3.85 -0.22  0.387
H14 5.09 -2.36 -0.02  0.352
H15 4.25 -2.68 -1.55  0.410
H16 2.38 -3.36 1.62  0.340
H17 1.79 -1.70 1.77  -0.255
H18 3.50 -2.07 2.14  0.400
H19 1.13 -1.77 -0.40  0.168
F1 -1.69 3.39 4.66  -0.393
C11 -1.61 2.19 3.95  0.499
C12 -2.77 1.59 3.52  -0.560
C13 -2.71 0.37 2.87  -0.495
C14 -1.47 -0.27 2.60  1.247
C15 -1.36 -1.55 1.97  -1.873
C16 -0.30 0.44 3.02  0.158
C17 -0.36 1.64 3.68  -0.861
H20 -3.73 2.06 3.72  0.360
H21 -3.63 -0.10 2.54  0.254
H22 -2.31 -2.08 1.86  0.298
H23 -0.59 -2.20 2.40  0.319
H24 0.67 0.03 2.75  0.079
H25 0.54 2.16 3.98  0.412

[4]
ORCA calculation (the ωB97M-V functional and the def2-TZVPD basis) on C17H25IN2OP2Re as an isolated structure.

Summary:
Orbital gap (spin up / spin down): 0.2006 / 0.2118 hartree
Expectation value of S²: 0.775
LUMO energy (spin up / spin down): -15.8634 / -15.5520 eV
Total charge: +4
Spin multiplicity: 2

Each line ends with the Mulliken charge.
Positions of all 49 atoms, in Å:
Re1 -0.67 -0.88 -1.18  0.661
C1 -0.16 0.89 2.06  -1.323
P1 -1.24 -0.22 1.15  0.964
C2 -2.86 0.56 1.17  -1.307
C3 -1.36 -1.78 2.03  0.383
C4 -2.06 -1.87 3.23  -0.662
C5 -2.18 -3.10 3.88  -0.842
C6 -1.59 -4.24 3.34  -0.804
C7 -0.89 -4.17 2.14  -0.844
C8 -0.77 -2.94 1.50  0.890
P2 0.30 -2.76 0.09  0.743
C9 0.29 -4.22 -0.96  -1.353
C10 1.97 -2.48 0.67  -1.220
H1 -0.53 0.92 3.09  0.509
H2 -0.21 1.90 1.66  0.465
H3 0.88 0.55 2.10  0.414
H4 -3.08 0.88 2.19  0.520
H5 -3.63 -0.14 0.85  0.379
H6 -2.87 1.45 0.54  0.431
H7 -2.53 -1.00 3.68  0.429
H8 -2.75 -3.17 4.79  0.471
H9 -1.67 -5.18 3.86  0.473
H10 -0.44 -5.07 1.74  0.437
H11 0.78 -5.03 -0.41  0.518
H12 0.87 -4.04 -1.87  0.474
H13 -0.72 -4.52 -1.21  0.404
H14 2.23 -3.37 1.25  0.515
H15 2.01 -1.62 1.33  0.329
H16 2.69 -2.38 -0.15  0.429
I1 -0.15 -0.97 -3.95  0.231
C11 1.44 -0.08 -2.90  0.399
C12 2.56 0.41 -3.48  -0.573
C13 3.51 1.01 -2.62  -0.181
C14 3.26 1.08 -1.25  -0.964
C15 2.11 0.55 -0.75  0.172
N1 1.17 -0.05 -1.56  0.227
H17 2.73 0.36 -4.55  0.489
H18 4.41 1.43 -3.04  0.487
H19 3.98 1.54 -0.58  0.503
H20 1.87 0.59 0.30  0.366
C16 -4.31 0.07 -2.18  -1.072
C17 -3.74 -1.28 -1.92  0.567
N2 -4.41 -2.35 -2.20  -0.239
O1 -2.57 -1.41 -1.36  -0.502
H21 -4.59 0.16 -3.23  0.440
H22 -3.60 0.86 -1.93  0.259
H23 -5.22 0.20 -1.59  0.390
H24 -5.34 -2.28 -2.60  0.281
H25 -4.07 -3.29 -2.01  0.236

[5]
ORCA calculation (the ωB97M-V functional and the def2-TZVPD basis) on C17H25IN3O7 as an isolated structure.

Summary:
Orbital gap: 0.2628 hartree
LUMO energy: -4.5170 eV
Total charge: +1
Relative energy (zero: lowest compared OMol25 entry of this formula, charge and spin): 0.0 kJ/mol

Each line ends with the Mulliken charge.
Positions of all 53 atoms, in Å:
N1 -1.07 -4.87 -4.61  -0.428
C1 -1.65 -3.56 -4.69  -1.333
N2 -1.84 -2.87 -3.37  0.177
C2 -3.02 -3.13 -2.76  -0.199
C3 -3.33 -2.57 -1.55  -0.904
C4 -2.43 -1.67 -0.99  0.171
C5 -2.80 -0.90 0.24  0.374
O1 -3.09 0.25 0.17  -0.450
O2 -2.89 -1.60 1.39  -0.621
I1 -1.34 -2.76 1.89  0.345
C6 -1.20 -1.42 -1.61  0.745
N3 -0.34 -0.49 -0.96  -0.249
C7 -0.89 -2.06 -2.80  0.317
C8 0.45 -1.94 -3.47  -0.921
C9 1.65 -2.20 -2.56  -0.720
O3 1.49 -3.41 -1.85  -0.531
H1 -1.77 -5.57 -4.38  0.306
H2 -0.36 -4.93 -3.88  0.304
H3 -2.64 -3.62 -5.13  0.554
H4 -1.06 -2.92 -5.32  0.488
H5 -3.70 -3.79 -3.27  0.465
H6 -4.28 -2.78 -1.08  0.568
H7 -0.05 0.27 -1.56  0.356
H8 0.46 -0.90 -0.51  0.292
H9 0.53 -2.68 -4.26  0.470
H10 0.52 -0.96 -3.94  0.347
H11 1.88 -1.35 -1.91  0.259
H12 2.51 -2.33 -3.21  0.471
H13 0.95 -3.27 -1.07  0.342
O4 0.95 5.11 1.65  -0.623
C10 -0.04 4.42 1.67  0.523
O5 -0.47 3.77 0.57  -0.382
C11 -1.70 3.07 0.85  0.008
C12 -1.71 2.88 2.36  -0.399
C13 -0.96 4.13 2.84  -0.387
H14 -2.53 3.68 0.49  0.245
H15 -1.68 2.13 0.31  -0.110
H16 -2.71 2.78 2.77  0.438
H17 -1.13 2.00 2.62  0.157
H18 -1.62 4.98 2.98  0.346
H19 -0.38 3.95 3.74  0.208
O6 1.03 1.79 3.66  -0.555
C14 2.22 1.92 3.70  0.473
O7 3.05 0.86 3.85  -0.397
C15 4.41 1.30 3.98  -0.458
C16 4.44 2.69 3.34  -0.574
C17 3.03 3.20 3.64  -0.055
H20 4.66 1.33 5.04  0.260
H21 5.05 0.58 3.49  0.331
H22 5.23 3.32 3.74  0.337
H23 4.59 2.60 2.27  0.265
H24 2.96 3.69 4.61  0.271
H25 2.62 3.86 2.88  0.082

[6]
ORCA calculation (the ωB97M-V functional and the def2-TZVPD basis) on one molecule with the formula C17H25N3O4S at a distorted geometry.

Summary:
Orbital gap: 0.2999 hartree
LUMO energy: -0.3218 eV
Total charge: 0
Relative energy (zero: lowest compared OMol25 entry of this formula, charge and spin): 485.2 kJ/mol

Each line ends with the Mulliken charge.
Positions of all 50 atoms, in Å:
O1 -5.77 -1.47 0.66  -0.642
N1 -4.84 -1.84 -0.04  1.003
O2 -4.90 -2.78 -0.81  -0.621
C1 -3.61 -1.13 0.06  -0.991
C2 -2.49 -1.54 -0.64  -0.178
C3 -1.30 -0.85 -0.57  -0.063
C4 -1.19 0.35 0.19  1.140
N2 -0.09 1.13 0.25  0.438
C5 0.84 1.27 -0.86  -0.070
H1 1.18 0.30 -1.20  -0.694
C6 0.22 2.01 -2.05  -0.743
H2 -0.33 1.30 -2.66  0.256
C7 -0.71 3.16 -1.65  -0.749
H3 -1.68 2.76 -1.35  0.237
H4 -0.88 3.78 -2.54  0.497
C8 -0.17 4.03 -0.52  -0.907
C9 -0.58 3.53 0.86  -0.504
H5 -1.67 3.46 0.89  0.235
H6 -0.27 4.25 1.62  0.454
C10 0.04 2.17 1.25  -1.320
H7 -0.37 1.83 2.19  0.621
H8 1.12 2.32 1.41  0.581
H9 -0.57 5.04 -0.63  0.403
H10 0.92 4.11 -0.59  0.333
H11 1.04 2.40 -2.66  0.522
H12 1.70 1.83 -0.49  0.881
C11 -2.34 0.69 0.96  -0.796
C12 -3.51 -0.01 0.90  -0.964
H13 -4.37 0.29 1.47  0.505
H14 -2.31 1.55 1.60  0.391
S1 0.02 -1.76 -1.40  1.419
O3 -0.42 -3.12 -1.54  -0.825
O4 0.47 -1.11 -2.59  -0.711
N3 1.27 -1.69 -0.27  0.131
C13 2.54 -2.14 -0.81  -0.805
C14 3.66 -1.83 0.18  -0.655
C15 3.37 -2.52 1.51  -0.789
C16 1.99 -2.10 2.01  -0.680
C17 0.93 -2.40 0.95  -0.767
H15 -0.05 -2.05 1.27  0.523
H16 0.87 -3.48 0.76  0.335
H17 1.74 -2.64 2.93  0.372
H18 1.99 -1.03 2.23  0.222
H19 4.13 -2.27 2.24  0.386
H20 3.38 -3.61 1.36  0.317
H21 4.61 -2.17 -0.23  0.360
H22 3.71 -0.75 0.34  0.266
H23 2.69 -1.61 -1.76  0.451
H24 2.51 -3.22 -1.02  0.469
H25 -2.52 -2.45 -1.22  0.729

no.,calculated total energy (eV)
1,-49323.8669
2,-34647.7281
3,-62878.8084
4,-51828.5268
5,-44931.1498
6,-41527.3012